The following is a quantum chemistry calculation of a molecular structure, C9H11HfNO2 at a distorted geometry, from OMol25.

Geometry as XYZ:
```
24
Properties=species:S:1:pos:R:3:mulliken_charge:R:1
C -2.07 0.43 -1.31 -0.502
C -0.86 1.07 -1.76 -0.674
C -0.40 1.94 -0.73 -0.406
C -1.32 1.86 0.37 -0.442
C -2.35 0.93 0.01 -0.384
Hf -0.35 -0.49 0.30 1.303
C 1.13 -1.57 -1.70 -0.920
C 0.55 -2.76 -1.89 0.663
C -0.22 -3.87 -1.63 -0.813
N -1.75 -1.41 1.74 -0.714
H 0.39 2.69 -0.83 0.411
H -0.46 1.01 -2.76 0.693
H -1.33 2.54 1.22 0.444
H -3.23 0.71 0.58 0.367
H -2.72 -0.18 -1.92 0.471
H 1.10 -0.65 -2.37 0.336
H -1.68 -2.34 1.24 0.083
H 2.10 -1.35 -1.18 0.366
H -0.08 -4.70 -2.26 0.267
H -0.97 -4.08 -0.93 0.267
O 2.26 1.04 3.23 -0.471
C 2.27 0.27 2.31 0.104
O 1.27 0.06 1.40 -0.758
H 3.14 -0.36 2.14 0.310
```

Results
Kohn-Sham gap = 5.736 eV
2S+1 = 1
Energy above the lowest of the compared OMol25 structures with the same formula, charge and spin = 27.5 kcal per mole
Highest occupied orbital energy = -6.897 eV
Largest force on an atom = 5.50 eV/Å
Total energy = -602.641322 Eh

The following is a quantum chemistry calculation of 2 unconnected molecules or ions with the total composition C9H11N3 at a distorted geometry, from OMol25.

Geometry as XYZ:
```
23
Properties=species:S:1:pos:R:3:mulliken_charge:R:1
C -2.14 0.28 1.10 0.151
C 1.96 -0.46 2.54 -0.407
C 0.76 -0.20 1.96 -0.446
C 3.01 -0.77 1.65 -0.284
C 1.72 -0.82 -0.12 -0.412
C 0.58 -0.43 0.58 1.058
C -0.77 1.62 -1.24 -1.302
C -2.09 -0.47 -2.07 -1.383
C -0.86 0.13 -1.32 0.176
N -3.08 0.61 1.65 -0.442
N 2.89 -0.97 0.36 -0.561
N -0.58 -0.43 -0.06 -0.097
H 2.14 -0.15 3.65 0.280
H -0.05 0.23 2.60 0.263
H 3.99 -0.81 2.06 0.388
H 1.70 -1.10 -1.18 0.360
H -1.68 2.11 -0.77 0.326
H -0.02 1.98 -0.54 0.377
H -0.64 2.05 -2.28 0.366
H -2.99 -0.40 -1.54 0.366
H -1.84 -1.61 -2.09 0.290
H -1.95 -0.18 -3.08 0.416
H -0.06 -0.21 -1.86 0.514
```

Results
Kohn-Sham gap (spin up / spin down) = 7.376 / 7.374 eV
2S+1 = 1
Energy above the lowest of the compared OMol25 structures with the same formula, charge and spin = 130.2 kcal per mole
Highest occupied orbital energy (spin up / spin down) = -8.795 / -8.795 eV
Largest force on an atom = 6.24 eV/Å
Total energy = -513.632452 Eh

The following is a quantum chemistry calculation of C9H11N3O2 in the gas phase at a distorted geometry, from OMol25.

Geometry as XYZ:
```
25
Properties=species:S:1:pos:R:3:mulliken_charge:R:1
C -2.39 -0.09 2.31 -0.820
N -1.37 -0.91 1.79 -0.177
C -1.17 -1.21 0.45 0.438
O -1.96 -1.08 -0.44 -0.515
C 0.21 -1.76 0.14 0.827
C 1.08 -2.30 1.18 -0.123
N 1.77 -2.65 2.05 -0.488
C 0.62 -1.63 -1.10 -0.575
C -0.10 -1.14 -2.30 -0.892
C -0.15 0.15 -2.54 -0.213
N 0.49 1.09 -1.78 -0.600
C 0.34 1.14 -0.51 0.409
O 1.14 1.94 0.20 -0.387
C 2.24 2.60 -0.33 -0.693
H -2.03 1.01 2.01 0.235
H -3.32 -0.40 1.92 0.286
H -2.37 -0.09 3.39 0.338
H -0.61 -0.99 2.46 0.243
H 1.58 -1.93 -1.36 0.529
H -0.46 -1.83 -2.97 0.443
H -0.65 0.66 -3.34 0.443
H -0.52 0.99 0.12 0.441
H 2.42 3.44 0.31 0.272
H 2.03 2.96 -1.38 0.314
H 3.17 2.05 -0.26 0.265
```

Results
Kohn-Sham gap = 8.790 eV
2S+1 = 1
Energy above the lowest of the compared OMol25 structures with the same formula, charge and spin = 49.5 kcal per mole
Highest occupied orbital energy = -8.590 eV
Largest force on an atom = 3.83 eV/Å
Total energy = -664.192283 Eh
Structure (SMILES) = CNC(=O)\C(C#N)=C/C=C\N=C\OC

The following is a quantum chemistry calculation of C9H11N3OS in the gas phase at a distorted geometry, from OMol25.

Geometry as XYZ:
```
25
Properties=species:S:1:pos:R:3:mulliken_charge:R:1
C -2.50 0.36 1.76 -0.716
S -1.40 1.47 0.77 -0.023
N -1.00 0.35 -0.47 0.355
C -1.67 0.18 -1.73 -0.930
C 0.23 -0.22 -0.25 -0.075
C 0.49 -1.54 0.16 0.942
C -0.62 -2.45 0.18 -0.265
N -1.45 -3.23 0.07 -0.565
C 1.75 -1.97 0.62 -0.511
C 2.74 -1.01 0.74 -0.916
C 2.59 0.32 0.19 0.613
O 3.44 1.21 0.18 -0.688
N 1.30 0.59 -0.36 0.121
C 1.11 2.02 -0.91 -0.907
H -3.57 0.23 1.33 0.226
H -2.57 0.92 2.77 0.352
H -1.95 -0.63 1.84 0.201
H -2.73 0.12 -1.57 0.314
H -1.52 1.06 -2.47 0.193
H -1.31 -0.68 -2.11 0.380
H 1.77 -3.04 0.92 0.418
H 3.57 -1.17 1.25 0.586
H 0.30 2.60 -0.34 0.292
H 2.00 2.56 -0.52 0.376
H 1.01 1.95 -2.05 0.227
```

Results
Kohn-Sham gap = 8.551 eV
2S+1 = 1
Energy above the lowest of the compared OMol25 structures with the same formula, charge and spin = 34.3 kcal per mole
Highest occupied orbital energy = -8.550 eV
Largest force on an atom = 4.62 eV/Å
Total energy = -987.171120 Eh
Structure (SMILES) = CSN(C)c1c(C#N)ccc(=O)n1C